# C16H21N3O3

One molecule with the formula C16H21N3O3 (ωB97M-V/def2-TZVPD, the OMol25 dataset).

XYZ file:
```
43
C16H21N3O3, DFT ωB97M-V/def2-TZVPD
C 0.2599 -0.4710 0.0511
C -0.6106 0.5787 -0.6340
C 1.1611 0.1562 1.1422
C 2.3253 0.8790 0.4614
C 2.6185 2.0885 -0.0341
C 3.3756 -0.0106 0.1196
C 4.3753 0.7650 -0.5293
C 3.5606 -1.3967 0.3894
C 5.5749 0.0050 -0.9841
C 4.7408 -1.9439 0.1861
C 5.8059 -1.2700 -0.4705
C -2.9399 -0.4442 -0.4011
C -4.1299 -0.6225 -1.2757
C -3.3175 0.3492 0.9478
C -3.9160 1.7349 0.5557
C -4.4276 -0.4093 1.8446
H 0.1247 -1.6243 -1.5086
H 1.5999 -0.8030 -1.5601
H -0.5884 -1.1160 0.5238
H 1.6444 -0.5172 1.8247
H 0.4673 0.9256 1.6099
H 2.0111 2.9435 -0.0675
H 4.4385 2.7340 -0.9654
H 2.8950 -2.0356 0.9328
H 6.3973 0.3945 -1.6017
H 4.9414 -2.8720 0.6864
H 6.7185 -1.7396 -0.8322
H -2.2693 1.0075 -1.7542
H -2.7289 -1.4551 0.0021
H -2.3332 0.4735 1.5079
H -3.7086 2.6822 1.0879
H -5.0314 1.6464 0.3433
H -3.5814 1.8658 -0.4222
H -4.0800 -1.3703 2.2007
H -4.6446 0.3368 2.5451
H -5.3819 -0.4940 1.3368
H -4.6729 -2.2629 -0.4621
N 0.8778 -1.2761 -0.9665
N 3.9573 2.0085 -0.5778
N -1.8937 0.3068 -1.0927
O -0.1856 1.6888 -0.9675
O -4.3598 0.1338 -2.2142
O -5.0699 -1.5701 -0.9777
```

Output
energy relative to the best compared isomer or geometry (same formula, charge and spin) = 404.1 kJ/mol
SMILES = CC(C)[C@H](NC(=O)[C@@H](N)Cc1c[nH]c2ccccc12)C(=O)O
HOMO energy = -7.9476 eV
DFT total energy = -1012.222456 a.u.
charge = 0
frontier orbital gap = 8.236 eV

# C7H8ClN3S

A 2-piece molecular cluster, C7H8ClN3S overall (ωB97M-V/def2-TZVPD, the OMol25 dataset).

XYZ file:
```
20
C7H8ClN3S, DFT ωB97M-V/def2-TZVPD
C -0.1728 -2.5089 -1.0394
C -0.7959 -1.2741 -1.1022
C 1.1259 -1.1224 0.0457
C 1.1805 1.6799 -0.1157
C 0.1561 0.9701 -0.5829
C 2.2161 -0.3855 0.8300
C -3.1190 1.2332 0.8221
N 1.0399 -2.3393 -0.3832
N 0.0060 -0.3835 -0.3872
N 2.2375 1.0046 0.3954
S -2.6799 1.7295 -0.8883
Cl 3.8474 1.2163 -0.4110
H -0.3710 -3.5404 -1.2646
H -1.6329 -0.9141 -1.6429
H 1.3451 2.6977 -0.2569
H 1.9706 -0.3244 1.8382
H 3.1414 -0.9763 0.7148
H -2.3581 0.4456 1.0985
H -4.1268 0.6881 0.9330
H -3.0101 2.1041 1.3966
```

Output
multiplicity = 3
energy relative to the best compared isomer or geometry (same formula, charge and spin) = 0.0 kJ/mol
HOMO energy (spin up / spin down) = -7.9984 / -8.2016 eV
DFT total energy = -1293.953611 a.u.
charge = 0
frontier orbital gap (spin up / spin down) = 8.189 / 5.837 eV

# C24H41AuNP2

C24H41AuNP2 as an isolated structure (ωB97M-V/def2-TZVPD, the OMol25 dataset).

XYZ file:
```
69
C24H41AuNP2, DFT ωB97M-V/def2-TZVPD
Au -1.0445 1.4808 0.6277
C -2.0522 -2.1548 0.9050
C -1.0530 -1.4296 1.5654
C -3.1014 -0.4155 1.9695
C -3.3125 -1.5277 1.1752
C -1.6428 -0.1859 2.1147
C -1.8637 -3.4735 0.2529
H -1.1262 -3.4212 -0.5650
H -2.8101 -3.7956 -0.1808
H -1.5383 -4.2690 0.9455
C -4.6291 -2.1302 0.8722
H -4.6744 -2.4728 -0.1548
H -5.4399 -1.4055 1.0085
H -4.8583 -2.9812 1.5226
C -4.1630 0.2477 2.7650
H -4.5585 -0.3880 3.5803
H -5.0238 0.5098 2.1376
H -3.7667 1.1610 3.2238
C -1.1717 0.3846 3.4179
H -1.3215 -0.3622 4.2103
H -1.7570 1.2736 3.6928
H -0.1148 0.6716 3.3837
C 0.2582 -1.9720 1.9817
H 0.1178 -2.6992 2.8023
H 0.9614 -1.2016 2.3269
H 0.7265 -2.5509 1.1831
C 0.4805 -2.4616 -2.4027
C 1.1134 -3.6330 -2.2074
C 2.5691 -3.7997 -1.8794
C 3.5347 -2.7240 -2.4587
C 3.9283 -1.6113 -1.5294
C 3.1295 -0.9675 -0.6511
C 1.6418 -0.9632 -0.7774
C 1.0786 -1.0945 -2.2088
H 2.8880 -4.7559 -2.3248
H 3.1473 -2.4112 -3.4390
H 2.7155 -3.9213 -0.7977
H 1.8588 -0.8680 -2.9514
H -0.5681 -2.4552 -2.7233
H 0.5448 -4.5664 -2.3266
H 0.2898 -0.3281 -2.3339
H 1.2835 -1.8295 -0.2103
H 3.5198 -0.4567 0.2484
H 1.1835 -0.1047 -0.2519
H 4.4802 -3.2477 -2.6717
H 4.9988 -1.4002 -1.5606
P 0.5883 2.1684 -1.6350
C 0.2515 2.7616 -3.3487
C 2.4389 2.2964 -1.7430
P 0.2727 3.3362 0.9534
C 0.3764 3.8294 -0.8087
C 1.9395 3.0050 1.5795
C -0.2315 4.8615 1.8077
H -0.6734 3.3515 -3.3452
H 0.1477 1.8913 -4.0100
H 1.0948 3.3784 -3.6879
H 2.6638 3.2650 -2.2134
H 2.8245 1.4973 -2.3871
H 2.9216 2.2472 -0.7619
H 0.2764 5.7336 1.3851
H 0.0505 4.7494 2.8670
H -1.3193 4.9952 1.7303
H -0.5708 4.2822 -1.1276
H 1.2110 4.5068 -1.0318
H 1.9233 3.2953 2.6363
H 2.7106 3.5938 1.0737
H 2.1648 1.9338 1.5144
N -3.3849 3.1473 -0.6593
C -2.5350 2.5807 -0.0944
```

Output
multiplicity = 3
energy relative to the best compared isomer or geometry (same formula, charge and spin) = 0.0 kJ/mol
HOMO energy (spin up / spin down) = -11.0175 / -10.9106 eV
DFT total energy = -1811.850044 a.u.
charge = +1
frontier orbital gap (spin up / spin down) = 8.277 / 5.578 eV

# C18H12AgIO6S

C18H12AgIO6S as an isolated structure (ωB97M-V/def2-TZVPD, the OMol25 dataset).

XYZ file:
```
39
C18H12AgIO6S, DFT ωB97M-V/def2-TZVPD
Ag 1.8578 2.1218 -0.1970
O 3.9430 -2.4946 3.7747
C 3.4315 -1.7049 2.9920
C 2.4423 -0.6348 3.3298
O 1.8936 -0.4708 4.4189
C 2.2857 0.1694 2.1172
C 3.0441 -0.4172 1.0395
O 3.0980 0.0749 -0.1184
C 3.6124 -1.6923 1.5038
O 4.1449 -2.5789 0.8391
O 1.5763 1.1989 1.9878
I 1.9687 4.0263 -3.2358
C 1.9301 4.1688 -1.0193
H 1.0237 4.7441 -0.8704
H 2.8029 4.7896 -0.8294
O -0.9307 2.5639 -0.8432
S -0.6952 1.4568 0.1660
C -2.2928 0.6297 0.2732
C -3.2115 0.8681 -0.7427
C -4.4235 0.1845 -0.7209
C -4.6985 -0.7283 0.2977
C -3.7577 -0.9559 1.2913
C -2.5307 -0.2986 1.2761
C -0.0924 0.0262 -0.7818
C -0.2316 0.1110 -2.1550
C 0.0639 -1.0146 -2.9091
C 0.5259 -2.1778 -2.2992
C 0.6596 -2.2199 -0.9138
C 0.3367 -1.1182 -0.1362
H -2.9480 1.6006 -1.5056
H -5.1587 0.3615 -1.4982
H -5.6411 -1.2614 0.3271
H -3.9977 -1.6674 2.0696
H -1.7843 -0.4775 2.0503
H -0.5488 1.0516 -2.6076
H -0.0187 -0.9790 -3.9908
H 0.8166 -3.0321 -2.8994
H 1.0462 -3.1040 -0.4192
H 0.4581 -1.1196 0.9390
```

Output
HOMO energy = -0.8470 eV
DFT total energy = -1987.394265 a.u.
charge = -2
frontier orbital gap = 5.151 eV

# CHLiO2Y

CHLiO2Y as an isolated structure (ωB97M-V/def2-TZVPD, the OMol25 dataset).

XYZ file:
```
6
CHLiO2Y, DFT ωB97M-V/def2-TZVPD
H 0.3257 -1.2962 -1.0527
O 0.1053 -1.3160 0.1989
C -0.3968 -0.2678 -0.4015
O 0.0510 0.7879 0.1602
Li -0.6293 2.2898 -1.0025
Y 0.5440 -0.1977 2.0977
```

Output
energy relative to the best compared isomer or geometry (same formula, charge and spin) = 185.0 kJ/mol
HOMO energy = -23.9539 eV
DFT total energy = -233.711073 a.u.
charge = +3
frontier orbital gap = 7.593 eV

# C2H2NO2S

A 2-piece molecular cluster, C2H2NO2S overall (ωB97M-V/def2-TZVPD, the OMol25 dataset).

XYZ file:
```
8
C2H2NO2S, DFT ωB97M-V/def2-TZVPD
C 1.4254 0.3832 -0.2184
C 0.6995 -0.7736 -0.0824
N 1.8629 -0.2419 0.7788
O -1.7015 1.4051 0.7024
O -2.9383 -0.3849 -0.3805
S -2.0285 0.0051 0.6762
H 1.8583 1.2463 -0.6918
H 0.8222 -1.6392 -0.7844
```

Output
energy relative to the best compared isomer or geometry (same formula, charge and spin) = 480.6 kJ/mol
HOMO energy (spin up / spin down) = -2.6066 / -1.7057 eV
DFT total energy = -680.724191 a.u.
charge = -1
frontier orbital gap (spin up / spin down) = 6.652 / 5.789 eV

# C24H27FN4O4

One molecule with the formula C24H27FN4O4 (ωB97M-V/def2-TZVPD, the OMol25 dataset).

XYZ file:
```
60
C24H27FN4O4, DFT ωB97M-V/def2-TZVPD
C -3.9137 2.0436 -1.6653
C -3.1003 0.9268 -1.1200
C -1.8286 0.9297 -0.5833
C -0.8278 1.9129 -0.3527
N 0.3118 1.6061 0.1577
N 0.5788 0.3405 0.5071
C -0.2553 -0.7588 0.3797
O 0.0985 -1.8597 0.7755
C -1.5299 -0.4190 -0.2057
C -2.6247 -1.1934 -0.5285
N -3.5558 -0.3645 -1.0859
C -4.8666 -0.7620 -1.5227
C -5.9519 -0.3587 -0.5496
C -5.6905 -0.2772 0.8126
C -6.6886 0.0770 1.7022
C -7.9534 0.3439 1.2119
C -8.2423 0.2687 -0.1386
C -7.2317 -0.0820 -1.0146
H -7.4419 -0.1415 -2.0723
H -9.2391 0.4858 -0.4879
F -8.9322 0.6900 2.0723
H -6.4965 0.1464 2.7609
H -4.6986 -0.4839 1.1854
H -4.8756 -1.8501 -1.6392
H -5.0717 -0.3179 -2.5022
C -2.8079 -2.6548 -0.3454
H -1.9171 -3.0407 0.1436
H -3.6784 -2.8777 0.2729
H -2.9238 -3.1626 -1.3041
C 1.9377 0.1043 0.9320
H 2.3208 1.0278 1.3690
H 1.9205 -0.7099 1.6612
C 2.7808 -0.3052 -0.2850
O 2.3066 -0.3236 -1.4010
N 4.0596 -0.6664 -0.0316
C 4.7614 -0.5473 1.2220
H 4.0697 -0.3828 2.0453
C 5.7798 0.5931 1.1453
H 5.2803 1.5429 0.9514
H 6.3260 0.6693 2.0865
C 6.7659 0.3252 -0.0104
C 5.9900 0.1154 -1.3126
H 5.5161 1.0600 -1.5785
C 4.9407 -0.9811 -1.1373
H 4.3287 -1.0718 -2.0354
H 5.4408 -1.9321 -0.9311
H 6.6932 -0.1590 -2.0979
O 7.5631 -0.8122 0.2592
C 8.7324 -0.3790 0.9163
H 8.6717 -0.5872 1.9918
C 8.7984 1.1375 0.6364
H 9.6874 1.4270 0.0729
O 7.6707 1.3983 -0.1691
H 8.7534 1.7202 1.5649
H 9.5781 -0.9248 0.4927
H 5.3017 -1.4848 1.3989
H -0.9704 2.9553 -0.5939
H -4.8716 2.1194 -1.1490
H -4.1119 1.9039 -2.7295
H -3.3741 2.9776 -1.5392
```

Output
energy relative to the best compared isomer or geometry (same formula, charge and spin) = 0.0 kJ/mol
SMILES = Cc1c2cnn(CC(=O)N3CCC4(CC3)OCCO4)c(=O)c2c(C)n1Cc1ccc(F)cc1
HOMO energy = -7.6447 eV
DFT total energy = -1550.626622 a.u.
charge = 0
frontier orbital gap = 8.290 eV

# C2H8NS2

A 2-piece molecular cluster, C2H8NS2 overall (ωB97M-V/def2-TZVPD, the OMol25 dataset).

XYZ file:
```
13
C2H8NS2, DFT ωB97M-V/def2-TZVPD
S 1.8614 -0.5687 -0.6933
S 1.1608 1.3256 -1.0404
H 1.8777 -0.9307 -1.9795
H 1.4366 1.7474 0.1729
C -2.8355 -0.4102 2.1033
C -1.6535 -0.6490 0.0277
N -1.6233 -0.4834 1.2950
H -2.7367 0.4706 2.7665
H -2.8650 -1.3263 2.7542
H -3.7038 -0.4055 1.4465
H -2.6035 -0.9482 -0.4246
H -0.7564 -0.5877 -0.5759
H -0.7072 -0.3902 1.7268
```

Output
energy relative to the best compared isomer or geometry (same formula, charge and spin) = 98.5 kJ/mol
HOMO energy = -12.2404 eV
DFT total energy = -931.834772 a.u.
charge = +1
frontier orbital gap = 7.238 eV

# C5H8ClNO

One molecule with the formula C5H8ClNO (ωB97M-V/def2-TZVPD, the OMol25 dataset).

XYZ file:
```
16
C5H8ClNO, DFT ωB97M-V/def2-TZVPD
C 1.5432 1.0558 0.9662
C -0.8969 -0.3805 1.1069
C 0.6925 1.0750 -1.4029
C 0.3818 -0.8968 0.4493
C 1.3790 0.1748 -0.1984
N 1.5408 1.5837 1.9633
O 1.1398 -1.6932 1.2251
Cl 2.9020 -0.6043 -0.7716
H -1.3177 0.5066 0.7100
H -0.7941 -0.0546 2.1800
H -1.6687 -1.0652 0.9817
H 0.3696 0.5051 -2.1905
H 1.4300 1.7692 -1.8721
H -0.1562 1.5963 -0.9824
H 0.1161 -1.4631 -0.5570
H 1.3864 -1.2165 1.9522
```

Output
energy relative to the best compared isomer or geometry (same formula, charge and spin) = 197.4 kJ/mol
SMILES = C[C@H](O)[C@](C)(Cl)C#N
HOMO energy = -10.7902 eV
DFT total energy = -785.452847 a.u.
charge = 0
frontier orbital gap = 11.600 eV

# C31H27BN11O6Sn

C31H27BN11O6Sn as an isolated structure (ωB97M-V/def2-TZVPD, the OMol25 dataset).

XYZ file:
```
77
C31H27BN11O6Sn, DFT ωB97M-V/def2-TZVPD
Sn -0.1623 -0.0036 0.1834
C 4.2779 1.8762 0.0622
C 2.9031 1.7572 -0.1505
N 2.3855 0.8827 0.6846
N 3.3728 0.4248 1.4517
C 4.5364 0.9944 1.0885
B 3.0921 -0.7123 2.4406
N 1.8351 -0.4228 3.2764
C 1.7360 -0.2588 4.6114
C 0.4248 0.0430 4.9108
C -0.2165 0.0388 3.6680
N 0.6454 -0.2412 2.7152
N 2.8949 -1.9803 1.6050
C 3.7973 -2.9268 1.2726
C 3.2159 -3.7567 0.3403
C 1.9408 -3.2077 0.1461
N 1.7718 -2.1492 0.9073
N 4.2542 -0.8945 3.4247
C 4.4898 -1.9794 4.1909
C 5.4735 -1.6572 5.1008
C 5.7714 -0.3196 4.8089
N 5.0324 0.1175 3.8075
H 4.9807 2.5021 -0.4523
H 2.2715 2.2581 -0.8538
H 5.4568 0.7564 1.5810
H 2.5791 -0.3623 5.2695
H 0.0035 0.2388 5.8807
H -1.2358 0.2313 3.4018
H 4.7816 -2.9417 1.7046
H 3.6528 -4.6202 -0.1260
H 1.1607 -3.5228 -0.5125
H 3.9457 -2.8923 4.0491
H 5.9066 -2.2786 5.8638
H 6.4789 0.3356 5.2847
C -3.4933 3.0297 1.4219
C -3.2558 1.7371 0.6702
O -2.7363 0.7833 1.2552
C -3.6626 1.7096 -0.6929
C -3.3654 0.6427 -1.5246
C -3.8900 0.5787 -2.9389
N -2.5899 -0.3324 -1.0904
N -2.5832 -1.5022 -1.6725
C -1.7900 -2.4246 -1.1061
O -1.3362 -2.3669 0.0491
C -1.5975 -3.6472 -1.9230
C -1.1454 -4.8007 -1.2852
C -0.9029 -5.9516 -2.0075
C -1.1149 -5.9701 -3.3778
C -1.5506 -4.8194 -4.0168
C -1.7883 -3.6616 -3.3007
H -2.6062 3.6437 1.2746
H -4.3656 3.5645 1.0495
H -3.5799 2.8259 2.4867
H -4.1748 2.5658 -1.1060
H -4.5835 1.3921 -3.1465
H -3.0517 0.6200 -3.6365
H -4.3886 -0.3826 -3.0682
H -0.9806 -4.7634 -0.2165
H -0.5461 -6.8401 -1.5026
H -0.9362 -6.8763 -3.9476
H -1.7009 -4.8258 -5.0871
H -2.0778 -2.7511 -3.7990
O -0.9769 4.6244 -0.3252
C -0.6822 3.4284 -0.4562
O -0.4790 2.5930 0.4470
C -0.5586 2.9037 -1.8956
C -0.6789 3.7377 -3.0032
C -0.5479 3.1921 -4.2689
C -0.3163 1.8314 -4.3809
C -0.1983 1.0749 -3.2185
N -0.3131 1.6119 -2.0185
C 0.1404 -0.4262 -3.2697
O 0.0930 -0.9600 -4.3839
O 0.4558 -0.9485 -2.1777
H -0.8653 4.7883 -2.8409
H -0.6205 3.8164 -5.1553
H -0.2164 1.3360 -5.3359
```

Output
multiplicity = 2
energy relative to the best compared isomer or geometry (same formula, charge and spin) = 103.4 kJ/mol
HOMO energy (spin up / spin down) = -1.6918 / -2.2254 eV
DFT total energy = -2490.659957 a.u.
charge = -2
frontier orbital gap (spin up / spin down) = 6.143 / 6.585 eV